[1]
ORCA calculation (ωB97M-V/def2-TZVPD) on C29H70N13OTi as an isolated structure in a non-equilibrium geometry.

The geometry in XYZ format:
```
114
C29H70N13OTi, DFT ωB97M-V/def2-TZVPD
Ti -0.20 -0.44 -0.12
C 1.89 2.70 -2.97
N 1.21 2.74 -1.66
C 0.42 3.98 -1.53
C 2.11 2.45 -0.57
N 1.66 1.51 0.21
C 2.22 1.26 1.54
C 1.04 0.98 2.44
N 0.28 -0.22 1.98
C 1.03 -1.45 2.40
C 0.99 -2.55 1.35
N 1.31 -1.97 0.02
C 2.36 -2.58 -0.61
N 3.10 -1.88 -1.51
C 3.77 -2.54 -2.63
C 3.68 -0.59 -1.15
N 2.71 -3.86 -0.39
C 1.78 -4.96 -0.17
C 4.12 -4.28 -0.37
C -1.06 -0.18 2.61
C -1.90 -1.38 2.24
N -1.84 -1.69 0.80
C -2.76 -2.52 0.33
N -3.60 -3.26 1.08
C -3.20 -3.98 2.30
C -4.98 -3.62 0.68
N -2.69 -2.69 -1.10
C -3.88 -2.92 -1.93
C -1.70 -3.76 -1.36
N 3.31 3.09 -0.44
C 4.56 2.35 -0.24
C 3.50 4.50 -0.81
H 2.50 1.80 -3.05
H 2.52 3.56 -3.16
H 1.13 2.68 -3.76
H -0.43 3.95 -2.22
H 0.98 4.88 -1.79
H 0.04 4.09 -0.51
H 2.76 2.11 1.95
H 2.91 0.41 1.53
H 0.37 1.84 2.44
H 1.36 0.84 3.47
H 0.66 -1.81 3.37
H 2.07 -1.18 2.54
H 0.01 -3.04 1.33
H 1.71 -3.30 1.66
H 3.27 -3.47 -2.88
H 4.82 -2.75 -2.43
H 3.74 -1.88 -3.49
H 4.68 -0.73 -0.74
H 3.06 -0.09 -0.42
H 3.78 0.02 -2.05
H 0.76 -4.65 -0.33
H 1.89 -5.39 0.83
H 2.01 -5.75 -0.89
H 4.78 -3.42 -0.34
H 4.37 -4.91 -1.23
H 4.28 -4.87 0.53
H -1.56 0.75 2.32
H -0.97 -0.17 3.70
H -2.93 -1.17 2.54
H -1.57 -2.22 2.84
H -2.13 -4.16 2.32
H -3.68 -4.96 2.25
H -3.53 -3.49 3.22
H -5.42 -2.89 0.02
H -5.58 -3.63 1.59
H -5.03 -4.62 0.24
H -4.66 -2.19 -1.73
H -4.30 -3.93 -1.83
H -3.57 -2.80 -2.97
H -1.54 -3.83 -2.44
H -2.05 -4.74 -1.01
H -0.77 -3.51 -0.88
H 4.48 1.57 0.50
H 5.33 3.05 0.09
H 4.90 1.91 -1.18
H 2.64 5.10 -0.54
H 3.74 4.65 -1.87
H 4.34 4.88 -0.23
N -1.09 2.49 -3.16
C -2.48 2.81 -2.60
C -2.39 3.36 -1.18
C -2.21 2.32 -0.08
N -0.82 1.74 -0.04
C -3.27 1.22 -0.22
C -3.21 0.56 -1.59
N -1.93 -0.21 -1.76
C -3.40 1.60 -2.69
H -1.15 2.33 -4.17
H -0.46 3.28 -3.02
H -0.66 1.67 -2.72
H -2.85 3.60 -3.26
H -3.35 3.86 -0.99
H -1.63 4.15 -1.11
H -2.38 2.84 0.87
H -0.40 2.01 0.84
H -0.19 2.22 -0.68
H -4.26 1.66 -0.07
H -3.14 0.47 0.56
H -4.05 -0.14 -1.67
H -2.16 -1.20 -1.54
H -1.73 -0.27 -2.75
H -4.42 1.98 -2.62
H -3.33 1.13 -3.68
C 0.43 -1.73 -3.47
C 1.11 -0.39 -3.36
O 0.73 0.32 -2.12
H 1.00 -2.36 -4.15
H -0.58 -1.67 -3.88
H 0.40 -2.23 -2.50
H 0.85 0.26 -4.20
H 2.18 -0.51 -3.36
H 1.47 0.89 -1.84
```

For the LUMO energy (alpha / beta), the calculation gives -0.3972 / -0.3830 Eh. Its energy above the lowest of the compared OMol25 structures with the same formula, charge and spin is 4.889 eV. The gap between HOMO and LUMO (alpha / beta) comes out at 8.204 / 8.659 eV. As for the multiplicity: 2. The net charge is +4.

***

[2]
ORCA calculation (ωB97M-V/def2-TZVPD) on C29H71AsCl2F6N4O14Zn as an isolated structure in a non-equilibrium geometry.

The geometry in XYZ format:
```
128
C29H71AsCl2F6N4O14Zn, DFT ωB97M-V/def2-TZVPD
Zn 0.33 0.48 0.21
O -1.03 -0.46 -0.90
H -1.64 -1.02 -1.42
As 2.41 2.96 2.16
F 1.72 1.51 1.28
F 1.66 3.96 0.86
F 3.23 4.37 2.97
F 3.20 1.94 3.45
F 3.88 2.94 1.07
F 0.86 3.11 3.10
C -1.52 -4.73 1.75
C -1.37 -3.60 0.71
C -2.15 -3.89 -0.65
O -3.52 -4.00 -0.33
C -4.27 -4.33 -1.49
N -1.88 -2.32 1.28
H -0.97 -5.61 1.42
H -2.56 -5.04 1.85
H -1.19 -4.54 2.77
H -0.34 -3.45 0.39
H -1.80 -4.79 -1.15
H -2.02 -3.02 -1.29
H -3.98 -5.30 -1.89
H -4.02 -3.68 -2.33
H -5.35 -4.37 -1.33
H -1.77 -1.65 0.54
H -2.88 -2.45 1.28
C 1.26 -2.32 3.35
C 1.47 -1.25 2.26
C 2.19 -1.75 0.94
O 2.00 -0.75 -0.07
C 2.64 -1.23 -1.22
N 0.19 -0.75 1.90
H 2.20 -2.84 3.55
H 0.61 -3.10 2.94
H 0.88 -1.80 4.23
H 1.90 -0.29 2.53
H 1.81 -2.71 0.61
H 3.25 -1.93 1.12
H 2.49 -0.57 -2.07
H 2.27 -2.20 -1.54
H 3.68 -1.38 -0.94
H -0.25 -0.36 2.73
H -0.34 -1.60 1.74
C -5.53 0.75 -0.91
C -4.88 -0.59 -1.37
C -4.50 -0.61 -2.90
O -5.71 -1.16 -3.57
C -5.65 -1.20 -4.98
N -3.79 -0.93 -0.51
H -6.55 0.70 -1.29
H -4.90 1.58 -1.22
H -5.55 0.86 0.18
H -5.60 -1.41 -1.25
H -3.70 -1.32 -3.12
H -4.10 0.32 -3.32
H -5.09 -0.35 -5.39
H -6.54 -1.04 -5.58
H -5.32 -2.19 -5.28
H -3.42 -1.87 -0.58
H -3.05 -0.26 -0.63
C -2.75 1.69 1.83
C -2.06 2.44 0.68
C -2.56 3.91 0.71
O -2.23 4.60 -0.56
C -2.51 5.97 -0.55
N -0.66 2.23 0.79
H -2.66 2.23 2.77
H -2.35 0.67 1.84
H -3.79 1.52 1.58
H -2.52 1.97 -0.19
H -2.19 4.49 1.56
H -3.64 3.81 0.68
H -3.56 6.12 -0.30
H -2.38 6.45 -1.52
H -1.87 6.52 0.13
H -0.09 2.88 0.26
H -0.40 2.65 1.67
C -1.95 -2.95 5.80
C -2.37 -1.47 5.73
O -1.49 -0.54 6.36
C -0.62 0.24 5.73
O -0.49 0.33 4.51
O 0.07 0.99 6.65
C 1.33 1.64 6.35
H -2.40 -3.23 6.75
H -0.87 -2.91 5.95
H -2.27 -3.57 4.96
H -3.37 -1.39 6.16
H -2.46 -1.18 4.68
H 1.28 2.73 6.40
H 1.75 1.31 5.39
H 2.11 1.35 7.05
C 10.55 -0.03 -2.70
C 9.18 -0.68 -2.41
O 8.37 0.20 -1.62
C 7.29 -0.17 -1.06
O 6.92 -1.29 -1.22
O 6.99 0.64 -0.09
C 5.85 0.46 0.74
H 11.15 -0.07 -1.79
H 10.34 0.98 -3.04
H 11.08 -0.47 -3.54
H 9.17 -1.69 -2.02
H 8.71 -0.69 -3.40
H 5.64 1.34 1.34
H 5.97 -0.42 1.38
H 5.02 0.18 0.09
C -1.31 3.52 -3.96
C -0.33 3.69 -2.75
O 0.78 3.08 -3.11
C 1.47 2.14 -2.36
O 1.08 1.55 -1.32
O 2.62 1.82 -3.01
C 2.97 2.29 -4.33
H -0.84 3.75 -4.92
H -2.26 4.07 -3.93
H -1.75 2.52 -3.95
H -0.74 3.09 -1.94
H -0.24 4.71 -2.39
H 2.15 2.07 -5.02
H 3.80 1.65 -4.64
H 3.21 3.36 -4.37
C -0.11 -2.28 -4.57
Cl 1.49 -1.36 -4.57
Cl -1.26 -1.40 -5.59
H 0.05 -3.30 -4.92
H -0.48 -2.22 -3.54
```

For the LUMO energy, the calculation gives 0.0062 Eh. The gap between HOMO and LUMO comes out at 8.914 eV.

***

Number 1: E -75705.945 eV. Number 2: E -216456.198 eV.